[1]
The following is a quantum chemistry calculation of a 5-piece molecular cluster, C43H94BBrClF3N4O4PS overall, from OMol25.

Results
highest occupied orbital energy: -0.4360 hartree
electronic energy: -6312.3762 Eh
charge: +1

XYZ file:
```
153
Properties=species:S:1:pos:R:3:forces:R:3
C 12.5800 -4.1742 4.3578 0.1 -0.9 -0.5
C 11.6876 -4.5261 2.9916 -0.2 0.0 1.0
C 10.1519 -3.9724 3.1423 -0.2 -0.6 -0.7
C 9.6680 -3.2161 1.7611 0.5 0.4 0.3
C 10.3660 -1.7233 1.6631 -0.6 0.5 0.8
C 9.7634 -0.6739 2.8041 -0.1 -0.7 0.3
C 8.1695 -0.3596 2.5777 0.2 0.6 0.6
C 7.4937 0.2640 3.9736 0.4 0.5 -1.3
C 6.2853 1.2547 3.4824 0.3 0.2 0.6
C 5.1744 1.5971 4.6854 0.4 1.1 -1.0
C 3.6597 1.1399 4.2703 0.1 3.0 -0.1
N 3.3660 -0.3460 4.3894 -3.3 -1.0 -3.7
B 4.0307 -1.2792 5.4311 0.7 -1.5 2.9
N 5.1664 -2.2344 5.1134 -3.0 1.1 -1.1
O 3.4765 -1.2549 6.8048 0.7 -2.2 -3.7
C 2.3964 -0.8683 3.5357 0.7 -1.0 -0.1
N 1.8229 -2.2494 3.3731 -0.7 2.3 1.7
C 0.3166 -1.9562 3.5343 -0.3 0.6 -0.4
Br 0.2139 -1.4676 5.4948 -0.6 -0.6 -0.1
C -0.7593 -3.1522 3.2487 0.9 -0.8 0.3
C -0.7652 -3.7488 1.7224 -1.0 -0.9 -0.3
C 0.3790 -4.9050 1.4346 0.4 0.9 -0.9
C -0.3077 -6.2691 0.8142 -0.7 1.7 -0.4
S 0.5553 -7.8632 1.2789 -1.9 -8.1 -4.6
O 1.4178 -8.4427 0.0930 -2.5 3.5 4.6
O -0.5719 -8.9225 1.5791 3.8 4.8 -0.2
Cl 1.7778 -7.7583 2.9653 -0.6 0.6 -0.7
C 0.1597 -0.4916 2.8169 0.1 -0.1 1.8
P -1.2547 -0.1680 1.5731 -1.2 5.9 -0.2
O -1.3935 1.4118 1.4184 0.8 -5.1 0.3
N 1.5867 -0.1042 2.4648 1.3 -1.2 -0.5
C 2.0927 -0.4559 1.0845 2.0 -0.4 -1.8
F 1.4430 -1.6260 0.4512 1.8 3.8 2.0
F 3.5421 -0.8199 1.2381 -4.5 1.2 -0.6
F 2.0366 0.6562 0.1095 -0.1 -4.1 3.7
H 13.2640 -5.1284 4.5360 -1.3 2.3 -0.1
H 13.2605 -3.2270 4.1767 -1.5 -2.0 0.5
H 11.8966 -4.0119 5.3117 1.4 -0.4 -2.1
H 12.2357 -4.0279 2.0840 -1.2 -1.1 1.6
H 11.6190 -5.7046 2.8508 0.4 2.6 0.2
H 10.0700 -3.2996 4.1100 0.1 -1.1 -2.2
H 9.4083 -4.8884 3.3024 1.7 1.9 -0.2
H 9.9922 -3.7900 0.7744 -0.6 0.9 2.3
H 8.4964 -3.1933 1.7767 2.2 0.3 -0.2
H 11.5367 -1.7947 1.8599 -2.5 0.0 -0.7
H 10.1391 -1.2356 0.6171 0.7 -1.0 2.0
H 9.8610 -1.1394 3.8970 -0.1 0.9 -2.4
H 10.4244 0.3153 2.8124 -1.7 -2.0 -0.1
H 7.5320 -1.2932 2.2457 1.5 1.7 0.6
H 8.0742 0.4394 1.7240 0.1 -1.5 1.6
H 7.1813 -0.5774 4.7235 0.4 1.6 -1.5
H 8.2998 0.9233 4.5091 -1.5 -1.3 -0.9
H 6.8058 2.2732 3.1432 -1.2 -2.2 0.8
H 5.7538 0.8392 2.5211 0.9 0.6 1.9
H 5.1537 2.7917 4.7135 -0.4 -2.7 0.1
H 5.5348 1.2732 5.7486 -0.8 0.3 -2.0
H 3.4959 1.5613 3.1641 0.3 -1.5 2.4
H 2.8660 1.7399 4.9302 1.7 -1.6 -1.2
H 5.5911 -2.0565 4.1741 -0.5 -0.5 1.0
H 4.7661 -3.2085 5.1457 1.1 1.1 0.1
H 3.4597 -2.2390 7.0727 0.4 2.3 0.0
H 1.9316 -2.9509 4.1313 1.0 0.8 -0.5
H -1.8152 -2.8000 3.6342 2.2 -0.5 -1.0
H -0.4485 -4.0627 3.9551 -0.7 2.0 -1.4
H -1.8125 -4.3052 1.5833 2.1 1.4 0.4
H -0.7190 -2.9447 0.8712 0.0 -1.4 1.8
H 1.0403 -5.0792 2.3844 -1.4 0.0 -1.8
H 1.0984 -4.4634 0.5927 -1.4 -1.1 2.0
H -1.4505 -6.4035 1.1110 2.7 0.0 -0.2
H -0.3012 -6.2203 -0.3765 0.4 -0.5 2.7
H -0.0896 0.2431 3.7244 0.2 -1.4 -2.4
H -1.1095 -0.8650 0.3173 0.1 0.1 0.9
H -2.4837 -0.6334 2.2299 1.4 -0.4 -0.4
C -5.5905 1.1041 1.7436 -0.3 -0.1 0.0
C -5.6507 1.9462 0.4785 0.2 0.1 -0.1
C -4.6860 3.1345 0.4944 0.1 0.1 -0.1
C -4.9392 4.1728 1.5928 0.0 -0.1 0.1
C -6.3342 4.8026 1.5929 0.1 0.1 0.1
C -6.6408 5.5854 0.3261 -0.2 0.1 0.0
H -5.8899 1.6779 2.6256 0.1 -0.1 -0.1
H -6.2678 0.2490 1.6588 0.1 0.0 0.1
H -4.5788 0.7196 1.9080 0.0 0.1 0.0
H -6.6779 2.2877 0.3127 0.1 0.0 0.0
H -5.3981 1.3068 -0.3760 -0.1 0.1 0.0
H -4.7180 3.6255 -0.4852 0.0 0.0 0.1
H -3.6612 2.7572 0.6071 -0.1 0.0 0.0
H -4.1909 4.9696 1.4930 -0.1 -0.1 0.0
H -4.7609 3.7164 2.5740 0.0 0.0 -0.1
H -6.4067 5.4843 2.4488 0.0 -0.1 0.0
H -7.1013 4.0355 1.7465 0.0 0.0 0.0
H -5.9085 6.3838 0.1737 0.0 -0.1 0.0
H -7.6317 6.0469 0.4006 0.1 0.0 -0.1
H -6.6407 4.9412 -0.5579 0.0 0.1 0.0
C -13.2932 6.5957 -1.2928 0.0 0.2 0.0
C -12.4696 5.6629 -2.1673 -0.1 -0.1 -0.1
C -12.5677 4.1942 -1.7477 0.1 -0.1 -0.1
C -12.0447 3.8749 -0.3430 -0.1 0.1 0.1
C -10.5863 4.2590 -0.0816 -0.1 -0.1 0.1
C -9.6008 3.5203 -0.9732 0.2 0.1 0.0
H -12.9436 6.5914 -0.2561 -0.1 0.0 -0.1
H -13.2185 7.6224 -1.6635 -0.1 -0.1 0.1
H -14.3494 6.3081 -1.3029 0.1 0.0 0.1
H -11.4251 5.9916 -2.1736 0.0 -0.1 0.0
H -12.8257 5.7521 -3.2007 0.1 0.0 0.1
H -12.0322 3.5827 -2.4834 0.0 0.0 0.1
H -13.6178 3.8792 -1.8039 0.1 0.0 0.0
H -12.1644 2.7981 -0.1672 0.0 0.1 0.0
H -12.6768 4.3717 0.4029 0.0 -0.1 -0.1
H -10.3493 4.0286 0.9640 -0.1 0.1 -0.1
H -10.4479 5.3397 -0.1962 0.0 -0.1 0.0
H -9.6943 2.4378 -0.8454 0.0 0.0 -0.1
H -8.5746 3.8028 -0.7129 -0.1 -0.1 -0.1
H -9.7528 3.7593 -2.0296 0.0 -0.1 0.1
C -2.4210 1.7891 -2.5828 -0.1 0.2 0.0
C -2.7777 0.3217 -2.4017 0.1 0.0 -0.1
C -1.7689 -0.6317 -3.0470 -0.1 -0.1 0.0
C -1.6312 -0.5123 -4.5686 0.1 0.2 -0.1
C -2.9235 -0.7149 -5.3635 0.1 0.0 0.0
C -3.5205 -2.1033 -5.1972 -0.2 0.0 -0.1
H -2.4201 2.0775 -3.6381 0.0 0.0 0.1
H -3.1513 2.4200 -2.0674 0.1 0.0 -0.1
H -1.4326 2.0045 -2.1644 -0.1 0.0 -0.1
H -3.7842 0.1372 -2.7915 0.1 -0.1 0.0
H -2.8200 0.1053 -1.3274 -0.1 0.0 0.0
H -2.0421 -1.6607 -2.7857 0.0 0.0 -0.1
H -0.7821 -0.4604 -2.5976 0.0 0.0 0.0
H -0.8889 -1.2470 -4.9063 -0.1 0.1 0.0
H -1.2153 0.4707 -4.8210 0.0 -0.1 0.1
H -2.7054 -0.5554 -6.4263 0.0 0.1 0.1
H -3.6666 0.0410 -5.0865 0.1 0.0 0.0
H -2.8081 -2.8740 -5.5061 0.0 0.0 0.1
H -4.4164 -2.2036 -5.8198 0.1 -0.1 0.1
H -3.8131 -2.2967 -4.1611 0.0 0.0 -0.1
C 2.7809 -0.2663 -4.3555 0.0 -0.2 0.1
C 3.6879 0.4805 -5.3213 0.0 0.2 0.0
C 2.9308 1.1434 -6.4747 0.1 0.1 -0.1
C 2.1784 0.1853 -7.4045 -0.1 -0.1 0.1
C 3.0359 -0.8940 -8.0697 -0.2 0.0 0.0
C 4.1117 -0.3290 -8.9836 0.2 -0.2 -0.1
H 2.2641 -1.0964 -4.8462 0.0 0.1 0.1
H 3.3694 -0.6824 -3.5323 -0.1 0.0 0.0
H 2.0292 0.4053 -3.9284 0.0 -0.1 0.0
H 4.4548 -0.1999 -5.7061 0.0 0.1 0.0
H 4.2209 1.2602 -4.7639 0.0 -0.1 -0.1
H 3.6387 1.7399 -7.0620 -0.1 -0.1 0.0
H 2.2086 1.8584 -6.0597 0.1 -0.1 0.0
H 1.6867 0.7787 -8.1862 0.1 -0.1 0.1
H 1.3700 -0.3036 -6.8474 0.0 0.1 0.0
H 2.3794 -1.5408 -8.6641 0.0 0.0 0.1
H 3.4969 -1.5381 -7.3128 -0.1 0.0 0.0
H 3.6698 0.2867 -9.7725 0.1 0.0 0.1
H 4.6638 -1.1452 -9.4627 0.0 0.2 0.0
H 4.8331 0.2800 -8.4313 -0.1 0.0 -0.1
```
Positions in Å, forces in eV/Å.

These are the Mulliken partial charges, in e, on atoms 1 to 2: -0.892, -0.411

---

[2]
The following is a quantum chemistry calculation of C4H11O3V as an isolated structure, from OMol25.

Results
highest occupied orbital energy (alpha / beta): -0.2079 / -0.3601 hartree
multiplicity: 5
electronic energy: -1328.5921 Eh

XYZ file:
```
19
Properties=species:S:1:pos:R:3:forces:R:3
O 0.4485 0.2520 2.3838 1.8 -0.5 -0.2
V -1.1507 -0.6067 2.1669 -0.5 -0.2 0.5
H 1.2086 -0.2514 1.9800 -1.0 0.9 0.7
C 0.3406 0.7482 -0.5908 1.0 0.7 -0.3
C -0.4789 -0.4775 -0.9055 0.3 -0.1 -0.2
O -1.4162 -0.7760 0.1305 -0.4 -0.2 -0.6
C -2.4327 -1.6710 -0.3075 -0.2 -0.2 -0.1
H 0.4368 1.3270 -1.5267 0.2 -0.2 0.1
H -0.2055 1.4237 0.0919 0.4 -0.4 0.2
H 0.1773 -1.3469 -1.0704 -0.1 0.2 0.1
H -1.0492 -0.2924 -1.8280 0.0 -0.1 0.2
H -3.1073 -1.8460 0.5393 0.1 0.0 -0.2
H -2.9906 -1.2178 -1.1387 0.1 -0.1 0.2
H -1.9947 -2.6261 -0.6311 -0.1 0.2 0.1
O 1.6756 0.3994 -0.1406 -1.4 -0.2 -0.4
C 2.4722 1.5236 0.1478 -0.1 0.4 0.3
H 3.4465 1.1574 0.4952 -0.3 0.1 -0.2
H 2.6071 2.1542 -0.7459 0.0 -0.1 0.1
H 2.0128 2.1264 0.9499 0.1 -0.2 -0.2
```
Positions in Å, forces in eV/Å.

These are the Mulliken partial charges, in e, on atoms 1 to 2: -0.888, 0.365

---

[3]
The following is a quantum chemistry calculation of a 2-piece molecular cluster, C4H10OS overall, from OMol25.

Results
highest occupied orbital energy: -0.3339 hartree
energy relative to the best compared isomer or geometry (same formula, charge and spin): 127.4 kJ/mol
electronic energy: -631.7762 Eh
SMILES: C=CO.CCS

XYZ file:
```
16
Properties=species:S:1:pos:R:3:forces:R:3
C 2.0506 -4.1294 0.3063 0.2 0.3 0.0
C 2.4457 -4.0243 1.7871 -0.5 -1.4 -0.2
S 1.1320 -3.3720 2.8516 0.2 -0.2 0.1
H 2.5679 -3.4010 -0.3206 0.0 0.0 0.1
H 0.9868 -3.9482 0.1955 -0.1 0.0 0.0
H 2.2561 -5.1209 -0.0976 0.1 0.0 0.0
H 2.6819 -5.0354 2.1349 -0.5 0.0 0.3
H 3.3689 -3.5444 1.9893 0.7 1.0 -0.1
H 1.0974 -2.1858 2.2509 -0.1 0.3 0.0
C -1.4046 4.5341 -2.5490 0.4 -0.6 0.2
C -2.3108 5.3291 -3.0879 0.0 0.4 0.2
O -3.3698 5.9041 -2.4152 0.6 0.0 0.2
H -0.5392 4.1973 -3.0907 0.0 0.1 -0.6
H -1.4131 4.1061 -1.5524 -0.4 0.4 0.2
H -2.2531 5.6671 -4.1170 -0.1 -0.2 0.0
H -3.0230 6.1487 -1.5418 -0.4 -0.2 -0.2
```
Positions in Å, forces in eV/Å.

These are the Mulliken partial charges, in e, on atoms 1 to 2: -0.915, -0.487